A 2-piece molecular cluster, C4H10NO2 overall, computed with wB97M-V/def2-TZVPD.

Last column: Mulliken charge in e.
CARTESIAN COORDINATES (ANGSTROEM)
N (-0.131, 1.777, -2.394)  -0.62
C (-0.931, 0.504, -2.478)  -0.34
O (-0.533, -0.424, -1.519)  -0.75
H (0.676, 1.626, -1.784)  0.19
H (0.127, 2.142, -3.292)  0.20
H (-1.962, 0.804, -2.448)  0.22
H (-0.767, 0.092, -3.468)  0.19
O (0.940, 0.457, 3.183)  -0.57
C (0.237, 0.271, 2.172)  0.03
C (0.664, -0.615, 1.026)  0.23
C (-0.138, -1.919, 0.786)  -1.06
H (-0.729, 0.784, 2.023)  0.33
H (1.743, -0.862, 1.264)  0.23
H (0.510, -0.055, 0.096)  -0.18
H (0.022, -2.683, 1.540)  0.40
H (0.241, -2.315, -0.148)  0.23
H (-1.194, -1.689, 0.623)  0.29

## Properties
Net charge = -1
HOMO energy = -0.1058 hartree
E_LUMO = 4.0 eV

---

C26H46O2P2Ti as an isolated structure, computed with wB97M-V/def2-TZVPD.

Last column: Mulliken charge in e.
CARTESIAN COORDINATES (ANGSTROEM)
Ti (0.941, 1.390, 1.082)  0.61
C (-1.886, 1.689, 1.908)  1.28
C (-1.660, 0.337, 2.259)  0.86
C (0.024, 1.601, 3.240)  0.13
C (-0.864, 2.477, 2.501)  0.82
C (-0.416, 0.244, 2.949)  1.06
C (-3.116, 2.228, 1.289)  -1.51
H (-3.561, 1.539, 0.563)  0.14
H (-2.947, 3.167, 0.745)  0.32
H (-3.861, 2.428, 2.081)  0.34
C (-1.096, 3.894, 2.836)  -2.19
H (-1.313, 4.435, 1.909)  0.34
H (-0.212, 4.333, 3.299)  0.51
H (-1.938, 4.040, 3.532)  0.34
C (0.633, 2.055, 4.533)  -1.54
H (0.002, 2.835, 4.991)  0.37
H (1.638, 2.494, 4.380)  0.29
H (0.700, 1.236, 5.256)  0.49
C (-0.081, -0.966, 3.738)  -2.21
H (-0.680, -0.985, 4.671)  0.36
H (0.978, -0.983, 4.004)  0.43
H (-0.328, -1.872, 3.159)  0.41
C (-2.660, -0.740, 2.052)  -1.26
H (-3.320, -0.765, 2.932)  0.39
H (-2.219, -1.736, 1.944)  0.38
H (-3.286, -0.582, 1.160)  0.06
C (-2.815, 0.210, -2.092)  -0.82
C (-3.669, -0.656, -1.526)  -0.73
C (-3.588, -2.125, -1.647)  -0.43
C (-2.204, -2.738, -1.948)  -0.74
C (-1.264, -2.716, -0.774)  -0.49
C (-0.667, -1.701, -0.170)  0.03
C (-0.630, -0.244, -0.590)  1.78
C (-1.314, 0.096, -1.967)  -0.11
H (-4.201, -2.336, -2.543)  0.39
H (-1.737, -2.351, -2.868)  -0.07
H (-4.045, -2.643, -0.784)  0.34
H (-0.968, -0.720, -2.610)  -1.20
H (-3.211, 1.182, -2.451)  0.36
H (-4.576, -0.321, -0.989)  0.51
H (-0.825, 1.027, -2.327)  0.61
H (-1.059, 0.411, 0.205)  -0.20
H (-0.115, -1.917, 0.775)  0.77
H (0.473, 0.045, -0.622)  -1.24
H (-2.397, -3.797, -2.190)  0.45
H (-1.083, -3.750, -0.368)  0.37
P (1.571, -0.896, -2.907)  1.11
P (2.906, -1.316, -0.043)  0.55
C (2.823, -2.283, -2.759)  -1.20
C (3.758, -1.957, -1.617)  -1.26
H (3.387, -2.345, -3.703)  0.51
H (2.278, -3.227, -2.583)  0.43
H (4.318, -2.864, -1.367)  0.61
H (4.464, -1.177, -1.923)  0.42
C (4.510, -1.452, 0.855)  -1.19
H (4.322, -1.510, 1.936)  0.40
H (5.086, -0.547, 0.622)  0.39
H (5.070, -2.336, 0.514)  0.42
C (2.260, -3.023, 0.365)  -1.18
H (2.988, -3.790, 0.059)  0.52
H (1.305, -3.201, -0.149)  0.10
H (2.106, -3.079, 1.452)  0.39
C (2.511, 0.100, -4.148)  -1.52
H (1.887, 0.967, -4.403)  0.39
H (2.713, -0.501, -5.051)  0.46
H (3.459, 0.450, -3.717)  0.37
C (0.506, -1.806, -4.147)  -1.53
H (0.437, -2.874, -3.899)  0.38
H (0.923, -1.683, -5.158)  0.51
H (-0.511, -1.389, -4.170)  0.47
C (0.805, 5.379, -0.035)  -1.20
C (0.699, 3.861, 0.167)  1.25
O (-0.165, 3.131, -0.371)  -0.60
O (1.560, 3.260, 0.954)  -0.78
H (0.555, 5.671, -1.060)  0.37
H (1.798, 5.758, 0.179)  0.34
H (0.090, 5.933, 0.581)  0.29

## Properties
Multiplicity = 2
Net charge = +1
HOMO energy (alpha / beta) = -0.3976 / -0.3973 hartree
E_LUMO (alpha / beta) = -3.9 / -3.3 eV

---

C8H10Cl2Si in the gas phase, computed with wB97M-V/def2-TZVPD.

Last column: Mulliken charge in e.
CARTESIAN COORDINATES (ANGSTROEM)
C (2.828, -0.548, -1.071)  -0.35
C (2.000, -1.408, -0.318)  -0.64
C (2.651, 0.824, -1.021)  -0.63
C (0.904, -0.914, 0.405)  -0.09
C (1.505, 1.295, -0.234)  -0.23
C (0.680, 0.447, 0.487)  0.70
C (-0.452, 1.056, 1.320)  -1.45
C (-2.573, -1.000, -0.529)  -0.65
Si (-2.451, 0.597, 0.636)  0.63
Cl (-3.302, -2.330, 0.408)  -0.19
Cl (-3.046, 2.255, -0.419)  -0.27
H (3.721, -1.034, -1.469)  0.33
H (2.096, -2.547, -0.375)  0.28
H (3.364, 1.536, -1.386)  0.39
H (0.071, -1.566, 0.749)  0.41
H (1.118, 2.340, -0.258)  0.24
H (-0.434, 0.697, 2.311)  0.42
H (-0.423, 2.079, 1.313)  0.50
H (-1.582, -1.235, -0.950)  0.36
H (-3.294, -0.804, -1.309)  0.36
H (-3.381, 0.259, 1.710)  -0.13

## Properties
Structure (SMILES) = ClC[Si@H](Cl)Cc1ccccc1
Net charge = 0
HOMO energy = -0.3316 hartree
E_LUMO = 0.7 eV

---

C11H26Cl14GaNO4P as an isolated structure, computed with wB97M-V/def2-TZVPD.

Last column: Mulliken charge in e.
CARTESIAN COORDINATES (ANGSTROEM)
N (1.452, -3.176, -1.464)  -0.44
P (1.157, -2.167, -2.656)  0.29
O (0.240, -2.923, -3.776)  -0.46
O (2.545, -1.850, -3.479)  -0.48
Ga (0.030, -0.144, -2.031)  0.33
C (-0.293, -0.213, -0.037)  -0.72
C (0.189, 0.930, 0.862)  -0.16
C (1.713, 1.075, 0.957)  0.47
C (2.369, 1.777, -0.213)  0.27
O (2.167, 2.928, -0.484)  -0.57
O (3.269, 1.066, -0.931)  -0.49
H (2.442, -3.395, -1.387)  0.06
H (-0.391, -2.280, -4.137)  0.32
H (3.286, -2.295, -3.044)  0.26
H (0.827, 1.120, -2.573)  -0.31
H (-1.385, -0.200, -2.823)  -0.39
H (-1.390, -0.255, 0.050)  0.37
H (0.073, -1.172, 0.365)  0.25
H (-0.256, 1.897, 0.596)  -0.27
H (-0.143, 0.721, 1.895)  0.40
H (2.161, 0.091, 1.164)  0.53
H (1.960, 1.726, 1.809)  -0.59
H (3.423, 0.219, -0.491)  0.39
C (-2.608, -4.144, 0.086)  0.04
Cl (-1.869, -3.348, -1.294)  -0.04
Cl (-2.943, -3.024, 1.428)  -0.17
H (-3.544, -4.605, -0.206)  0.34
H (-1.887, -4.869, 0.446)  -0.17
C (-1.064, 4.897, -0.432)  -0.32
Cl (-2.374, 3.872, -1.030)  -0.15
Cl (-0.861, 4.729, 1.318)  -0.15
H (-0.137, 4.597, -0.912)  0.28
H (-1.310, 5.929, -0.651)  0.34
C (-2.478, 4.893, -4.513)  -0.12
Cl (-3.697, 4.822, -5.794)  -0.17
Cl (-2.658, 6.339, -3.507)  -0.16
H (-2.588, 4.023, -3.877)  0.16
H (-1.498, 4.918, -4.974)  0.29
C (3.202, 3.493, 3.872)  -0.24
Cl (1.481, 3.837, 3.703)  -0.11
Cl (3.536, 2.274, 5.112)  -0.17
H (3.567, 3.121, 2.921)  0.17
H (3.710, 4.409, 4.150)  0.34
C (0.411, -4.661, 2.538)  0.18
Cl (-0.696, -6.035, 2.356)  -0.19
Cl (1.096, -4.579, 4.168)  -0.20
H (1.217, -4.782, 1.825)  0.03
H (-0.150, -3.753, 2.349)  0.12
C (-4.470, 4.294, 2.388)  0.04
Cl (-5.407, 5.193, 3.599)  -0.19
Cl (-4.252, 2.600, 2.823)  -0.13
H (-5.003, 4.340, 1.446)  0.25
H (-3.492, 4.752, 2.303)  0.02
C (2.254, -7.522, -0.051)  -0.40
Cl (1.678, -5.954, -0.607)  0.01
Cl (2.919, -7.452, 1.600)  -0.17
H (1.429, -8.224, -0.039)  0.27
H (3.042, -7.862, -0.712)  0.31

## Properties
Net charge = -1
HOMO energy = -0.1835 hartree
E_LUMO = 2.2 eV

---

C32H45Cl2N2OP3SSn as an isolated structure, computed with wB97M-V/def2-TZVPD.

Last column: Mulliken charge in e.
CARTESIAN COORDINATES (ANGSTROEM)
P (-3.162, 2.257, -4.885)  0.43
C (-4.411, 3.603, -4.819)  0.03
C (-4.367, 4.759, -5.614)  0.13
H (-3.545, 4.921, -6.307)  0.33
C (-5.399, 5.699, -5.538)  -0.70
H (-5.359, 6.590, -6.167)  0.41
C (-6.468, 5.490, -4.658)  -0.47
H (-7.269, 6.227, -4.600)  0.39
C (-6.508, 4.347, -3.845)  -0.65
H (-7.342, 4.188, -3.155)  0.39
C (-5.481, 3.411, -3.919)  -0.21
H (-5.511, 2.512, -3.302)  0.34
C (-1.877, 3.023, -5.949)  0.42
C (-0.937, 3.843, -5.291)  -0.51
H (-0.988, 3.959, -4.208)  0.49
C (0.026, 4.528, -6.025)  -0.59
H (0.738, 5.179, -5.511)  0.43
C (0.075, 4.387, -7.417)  -0.59
H (0.832, 4.919, -7.994)  0.41
C (-0.838, 3.555, -8.075)  -0.65
H (-0.799, 3.431, -9.157)  0.43
C (-1.813, 2.873, -7.341)  -0.21
H (-2.530, 2.241, -7.860)  0.36
C (-3.968, 1.118, -6.084)  -0.07
C (-5.092, 1.449, -6.854)  -0.18
H (-5.574, 2.420, -6.739)  0.32
C (-5.594, 0.541, -7.790)  -0.68
H (-6.470, 0.812, -8.384)  0.41
C (-4.973, -0.703, -7.955)  -0.50
H (-5.363, -1.407, -8.691)  0.38
C (-3.867, -1.053, -7.170)  -0.72
H (-3.387, -2.028, -7.293)  0.40
C (-3.374, -0.156, -6.224)  0.01
H (-2.528, -0.436, -5.596)  0.22
Sn (0.008, -0.146, 0.144)  1.35
C (1.637, -0.460, -1.284)  -1.35
C (1.710, -0.183, -2.589)  0.46
H (2.458, -0.965, -0.758)  0.17
C (0.573, 0.530, -3.331)  0.99
O (0.167, -0.381, -4.397)  -0.59
H (-0.542, 0.040, -4.920)  0.21
C (-0.640, 0.934, -2.541)  -1.12
H (1.051, 1.413, -3.812)  0.32
C (-1.711, 1.271, -2.050)  -0.36
Cl (1.335, -1.028, 1.952)  -0.53
Cl (-1.979, 0.582, 1.375)  -0.40
P (0.864, 2.266, 0.779)  0.79
C (1.011, 2.479, 2.570)  -1.19
H (1.736, 1.762, 2.971)  0.35
H (0.036, 2.308, 3.042)  0.34
H (1.344, 3.511, 2.747)  0.44
C (2.514, 2.608, 0.128)  -1.16
H (2.503, 2.560, -0.967)  0.25
H (3.231, 1.872, 0.511)  0.31
H (2.796, 3.617, 0.456)  0.48
C (-0.174, 3.631, 0.215)  -1.02
H (-1.187, 3.526, 0.619)  0.36
H (-0.225, 3.637, -0.880)  0.18
H (0.288, 4.560, 0.574)  0.45
P (3.205, -0.741, -3.500)  1.48
C (4.499, -1.193, -2.347)  -1.26
C (3.735, 0.607, -4.558)  -1.31
H (4.155, -1.999, -1.692)  0.44
H (4.782, -0.341, -1.719)  0.40
H (5.395, -1.536, -2.882)  0.41
H (2.903, 0.917, -5.199)  0.39
H (4.582, 0.301, -5.185)  0.45
H (4.041, 1.461, -3.944)  0.41
C (2.708, -2.181, -4.439)  -1.30
H (2.485, -2.996, -3.743)  0.41
H (3.497, -2.496, -5.131)  0.45
H (1.790, -1.932, -4.979)  0.36
H (-2.682, 1.556, -1.663)  0.56
C (-1.806, -3.179, 3.247)  -1.23
N (-1.798, -2.783, 1.853)  -0.03
C (-0.920, -3.136, 0.921)  0.28
S (-1.057, -2.354, -0.653)  -0.35
N (0.005, -4.095, 1.044)  -0.13
C (0.776, -4.524, 2.208)  -0.78
H (-1.784, -4.269, 3.335)  0.42
H (-2.741, -2.824, 3.685)  0.37
H (-0.979, -2.735, 3.812)  0.37
H (-2.533, -2.150, 1.517)  0.32
H (0.416, -4.335, 0.138)  0.28
H (1.064, -5.561, 2.025)  0.38
H (1.700, -3.946, 2.325)  0.28
H (0.206, -4.499, 3.134)  0.24

## Properties
Net charge = +2
HOMO energy = -0.4348 hartree
E_LUMO = -5.8 eV

---

A 2-piece molecular cluster, C6H9NO overall, computed with wB97M-V/def2-TZVPD.

Last column: Mulliken charge in e.
CARTESIAN COORDINATES (ANGSTROEM)
C (-3.340, 0.019, 0.413)  -0.51
C (0.883, -1.259, -0.136)  -0.10
C (2.287, -1.093, -0.180)  -0.34
C (2.793, 0.135, -0.080)  0.00
C (2.066, 1.373, -0.033)  -0.74
C (0.671, 1.064, -0.258)  -0.13
H (-1.772, -0.087, -0.689)  0.52
H (-4.466, -0.593, 0.265)  0.17
H (-2.717, -0.712, 1.037)  0.24
H (-3.714, 1.181, 0.941)  0.16
H (0.644, -2.302, -0.259)  0.35
H (3.031, -1.984, 0.081)  0.23
H (3.866, 0.226, 0.383)  0.21
H (2.446, 2.302, -0.154)  0.46
H (0.050, 1.916, -0.370)  0.38
N (0.091, -0.223, -0.144)  -0.43
O (-2.819, 0.036, -0.818)  -0.46

## Properties
Structure (SMILES) = c1ccncc1.CO
Net charge = 0
HOMO energy = -0.3360 hartree
E_LUMO = 0.5 eV

---

C2H2FNO2 in the gas phase, computed with wB97M-V/def2-TZVPD.

Last column: Mulliken charge in e.
CARTESIAN COORDINATES (ANGSTROEM)
C (0.965, -0.937, -0.278)  0.07
C (-1.048, 0.575, 0.145)  0.02
N (0.272, 0.399, 0.089)  0.38
O (0.970, 1.439, 0.319)  -0.64
O (0.533, -1.970, 0.091)  -0.37
F (-1.913, -0.427, -0.136)  -0.21
H (1.757, -0.552, -0.793)  0.40
H (-1.535, 1.473, 0.563)  0.35

## Properties
Structure (SMILES) = O=C/[N+]([O-])=C\F
Net charge = 0
HOMO energy (alpha / beta) = -0.3324 / -0.3325 hartree
E_LUMO (alpha / beta) = -0.6 / -0.6 eV

---

C3H4N2O in the gas phase, computed with wB97M-V/def2-TZVPD.

Last column: Mulliken charge in e.
CARTESIAN COORDINATES (ANGSTROEM)
O (-0.236, -1.849, -0.149)  -0.48
C (0.187, -0.588, 0.011)  0.25
C (-0.628, 0.410, 0.648)  -0.21
N (-0.345, 1.656, 0.504)  -0.57
N (2.170, 0.759, -0.734)  -0.45
C (1.323, -0.136, -0.787)  0.27
H (-1.202, -1.908, -0.125)  0.34
H (-1.448, 0.028, 1.272)  0.34
H (-0.944, 2.223, 1.107)  0.25
H (1.091, -0.638, -1.755)  0.25

## Properties
Net charge = 0
HOMO energy (alpha / beta) = -0.3450 / -0.2986 hartree
E_LUMO (alpha / beta) = -0.9 / -0.3 eV

---

Number 1: calculated total energy -363.614675 a.u.. Number 2: calculated total energy -2700.624161 a.u.. Number 3: calculated total energy -1520.734584 a.u.. Number 4: calculated total energy -9499.361249 a.u.. Number 5: calculated total energy -3987.573039 a.u.. Number 6: calculated total energy -363.889620 a.u.. Number 7: calculated total energy -382.379082 a.u.. Number 8: calculated total energy -301.319251 a.u..